DFT (ωB97M-V/def2-TZVPD) results for 7 unconnected molecules or ions with the total composition C53H89ClI2O17 at a distorted geometry.

Positions of all 162 atoms, in Å:
C (-4.772, 5.546, -1.324)
C (-3.917, 5.509, -2.589)
C (-2.396, 5.582, -2.331)
C (-1.930, 4.864, -1.091)
C (-1.614, 5.576, 0.087)
C (-1.628, 7.087, 0.074)
C (-0.321, 7.838, -0.231)
C (0.671, 7.952, 0.909)
I (0.784, 7.097, -1.926)
C (-1.317, 4.860, 1.251)
I (-1.091, 5.889, 3.072)
C (-1.206, 3.470, 1.222)
C (-1.443, 2.789, 0.025)
C (-1.844, 3.465, -1.131)
C (-2.177, 2.707, -2.389)
C (-3.578, 2.083, -2.370)
C (-4.341, 2.054, -3.616)
O (-3.690, 0.872, -3.041)
C (-1.259, 1.320, 0.026)
O (-1.818, 0.564, -0.731)
C (-0.290, 0.768, 1.007)
O (0.327, -0.385, 0.615)
C (-0.286, -1.623, 0.661)
O (0.112, -2.456, -0.092)
C (-1.231, -1.935, 1.775)
C (-2.581, -1.584, 1.781)
C (-3.390, -1.992, 2.831)
C (-2.863, -2.731, 3.880)
C (-1.524, -3.079, 3.869)
C (-0.713, -2.688, 2.818)
C (-0.033, 1.403, 2.147)
C (0.941, 0.988, 3.202)
Cl (0.178, -0.160, 4.347)
C (2.277, 0.453, 2.673)
C (3.456, 1.146, 3.341)
C (-0.826, 2.640, 2.409)
O (-1.137, 2.904, 3.542)
H (-5.779, 5.876, -1.569)
H (-4.362, 6.289, -0.642)
H (-4.816, 4.580, -0.830)
H (-4.170, 4.653, -3.208)
H (-4.160, 6.401, -3.168)
H (-1.867, 5.184, -3.192)
H (-2.123, 6.624, -2.309)
H (-2.361, 7.413, -0.652)
H (-1.985, 7.449, 1.036)
H (-0.613, 8.842, -0.521)
H (0.155, 8.280, 1.808)
H (1.463, 8.649, 0.656)
H (1.123, 6.988, 1.131)
H (-2.123, 3.373, -3.238)
H (-1.506, 1.863, -2.515)
H (-4.138, 2.219, -1.445)
H (-3.873, 2.410, -4.521)
H (-5.398, 1.843, -3.567)
H (-3.020, -1.039, 0.967)
H (-4.440, -1.736, 2.819)
H (-3.488, -3.047, 4.701)
H (-1.119, -3.656, 4.687)
H (0.331, -2.971, 2.834)
H (1.134, 1.865, 3.812)
H (2.333, -0.607, 2.907)
H (2.340, 0.519, 1.592)
H (3.479, 0.915, 4.402)
H (4.391, 0.818, 2.896)
H (3.394, 2.228, 3.204)
C (-4.805, 12.102, -2.195)
O (-6.159, 11.780, -1.934)
C (-6.609, 10.614, -2.599)
C (-6.612, 9.404, -1.693)
O (-5.306, 9.048, -1.269)
C (-4.987, 9.504, 0.034)
H (-4.496, 12.836, -1.453)
H (-4.159, 11.225, -2.118)
H (-4.695, 12.542, -3.192)
H (-5.996, 10.418, -3.485)
H (-7.634, 10.802, -2.933)
H (-7.019, 8.551, -2.248)
H (-7.258, 9.583, -0.828)
H (-5.466, 8.875, 0.794)
H (-5.292, 10.542, 0.183)
H (-3.906, 9.433, 0.151)
C (2.987, -3.249, -1.027)
O (4.243, -3.655, -0.494)
C (4.756, -4.833, -1.087)
C (5.809, -4.541, -2.134)
O (5.283, -3.837, -3.245)
C (5.514, -2.442, -3.198)
H (2.813, -2.220, -0.720)
H (2.984, -3.300, -2.118)
H (2.181, -3.871, -0.633)
H (3.947, -5.429, -1.524)
H (5.218, -5.428, -0.292)
H (6.204, -5.491, -2.509)
H (6.637, -3.984, -1.684)
H (6.552, -2.210, -3.463)
H (5.294, -2.030, -2.211)
H (4.853, -1.978, -3.929)
C (-5.387, 3.506, -9.399)
O (-6.765, 3.697, -9.134)
C (-7.307, 2.751, -8.228)
C (-7.412, 3.300, -6.822)
O (-6.138, 3.587, -6.267)
C (-5.787, 4.957, -6.332)
H (-5.020, 4.412, -9.880)
H (-4.818, 3.334, -8.483)
H (-5.236, 2.661, -10.079)
H (-6.708, 1.834, -8.227)
H (-8.312, 2.498, -8.581)
H (-7.882, 2.543, -6.186)
H (-8.046, 4.193, -6.812)
H (-6.314, 5.531, -5.560)
H (-6.011, 5.385, -7.312)
H (-4.714, 5.031, -6.150)
C (-0.269, -5.904, 0.419)
O (-0.254, -6.611, 1.649)
C (0.009, -7.994, 1.510)
C (1.452, -8.303, 1.841)
O (2.349, -7.671, 0.944)
C (2.855, -6.441, 1.440)
H (-0.156, -4.846, 0.648)
H (0.552, -6.211, -0.234)
H (-1.220, -6.055, -0.104)
H (-0.231, -8.334, 0.498)
H (-0.637, -8.534, 2.211)
H (1.618, -9.383, 1.773)
H (1.666, -7.993, 2.870)
H (3.632, -6.626, 2.189)
H (2.066, -5.825, 1.876)
H (3.298, -5.903, 0.604)
C (9.389, -7.532, 2.496)
O (8.988, -7.515, 1.138)
C (7.807, -8.256, 0.888)
C (6.582, -7.372, 0.817)
O (6.320, -6.740, 2.060)
C (6.774, -5.396, 2.119)
H (10.128, -6.741, 2.629)
H (8.550, -7.347, 3.170)
H (9.853, -8.492, 2.753)
H (7.666, -9.022, 1.658)
H (7.934, -8.763, -0.074)
H (5.713, -7.994, 0.577)
H (6.693, -6.628, 0.022)
H (6.089, -4.730, 1.582)
H (7.778, -5.294, 1.701)
H (6.790, -5.109, 3.170)
C (5.276, -7.694, 4.792)
O (5.067, -6.403, 5.352)
C (3.711, -5.999, 5.313)
C (3.012, -6.225, 6.636)
O (2.927, -7.598, 6.975)
C (3.921, -8.023, 7.889)
H (6.273, -8.025, 5.089)
H (4.542, -8.417, 5.159)
H (5.233, -7.636, 3.704)
H (3.179, -6.526, 4.515)
H (3.688, -4.928, 5.084)
H (1.987, -5.847, 6.561)
H (3.522, -5.664, 7.428)
H (3.682, -7.691, 8.906)
H (4.909, -7.649, 7.612)
H (3.937, -9.111, 7.870)

Forces on atoms 1 to 6 (eV/Å):
C 0.2 0.2 -0.3
C 0.0 0.3 0.1
C -0.2 0.0 -0.1
C 0.1 0.1 0.1
C 0.0 -0.1 -0.2
C 0.0 -0.1 -0.2

The calculation puts the LUMO energy at -1.2 eV. Its total charge is 0. As for the HOMO energy: -8.90 eV. The orbital gap comes out at 7.669 eV. The SMILES is CCCc1c(C[C@@H](C)I)c(I)c2c(c1C[C@H]1CO1)C(=O)C(OC(=O)c1ccccc1)=C([C@@H](Cl)CC)C2=O.COCCOC.COCCOC.COCCOC.COCCOC.COCCOC.COCCOC. For the total energy, the calculation gives -119926.78740 eV.

Atomic partial charges in e from the Mulliken method, atoms 1 to 6: atom 1 (C): -1.15, atom 2 (C): 0.40, atom 3 (C): -1.94, atom 4 (C): 0.43, atom 5 (C): 1.34, atom 6 (C): -1.18

=====

DFT (ωB97M-V/def2-TZVPD) results for 9 unconnected molecules or ions with the total composition C53H93F6N10O13S6 at a distorted geometry.

Positions of all 181 atoms, in Å:
C (-2.314, -0.725, -0.210)
C (-1.305, -0.084, 0.682)
O (0.021, -0.148, 0.350)
H (-3.375, -0.710, 0.040)
H (-2.024, -1.760, -0.393)
H (-2.235, -0.243, -1.184)
H (-1.452, -0.556, 1.653)
H (-1.500, 0.983, 0.788)
C (8.482, 0.310, -7.480)
N (7.304, -0.154, -6.765)
C (6.119, 0.419, -7.026)
C (5.021, 0.053, -6.289)
C (5.105, -0.924, -5.315)
C (6.304, -1.633, -5.224)
C (7.433, -1.239, -5.966)
C (3.852, -1.303, -4.553)
C (2.957, -0.296, -4.116)
C (1.792, -0.626, -3.468)
N (1.441, -1.876, -3.233)
C (2.284, -2.949, -3.572)
C (3.472, -2.611, -4.233)
C (0.176, -2.086, -2.562)
H (9.398, -0.276, -7.410)
H (8.775, 1.335, -7.251)
H (8.263, 0.365, -8.547)
H (6.100, 1.179, -7.792)
H (4.080, 0.482, -6.601)
H (6.426, -2.467, -4.549)
H (8.385, -1.741, -5.869)
H (3.220, 0.714, -4.396)
H (1.110, 0.158, -3.173)
H (1.982, -3.973, -3.409)
H (4.057, -3.406, -4.671)
H (-0.556, -1.341, -2.875)
H (0.282, -1.974, -1.483)
H (-0.078, -3.108, -2.841)
C (9.203, 6.606, -0.941)
N (8.031, 5.919, -0.448)
C (8.145, 5.040, 0.584)
C (6.939, 4.378, 1.028)
C (5.669, 4.670, 0.414)
C (5.629, 5.579, -0.627)
C (6.820, 6.190, -1.051)
C (4.391, 3.910, 0.872)
C (3.057, 4.405, 0.740)
C (1.947, 3.854, 1.372)
N (2.126, 2.764, 2.113)
C (3.308, 2.109, 2.198)
C (4.487, 2.695, 1.629)
C (1.042, 2.178, 2.884)
H (9.012, 7.679, -0.907)
H (9.404, 6.190, -1.928)
H (9.977, 6.313, -0.232)
H (9.059, 4.759, 1.085)
H (7.058, 3.668, 1.833)
H (4.691, 5.607, -1.162)
H (6.877, 6.790, -1.947)
H (2.923, 5.250, 0.081)
H (0.958, 4.282, 1.303)
H (3.277, 1.172, 2.733)
H (5.348, 2.046, 1.683)
H (0.101, 2.703, 2.723)
H (1.399, 2.137, 3.914)
H (1.054, 1.119, 2.630)
C (4.699, -0.373, -0.723)
C (3.614, -1.402, -0.458)
C (4.110, -2.235, 0.763)
N (3.163, -3.465, 0.942)
C (1.664, -3.111, 1.233)
C (1.626, -2.404, 2.548)
C (2.215, -3.206, 3.726)
C (3.640, -3.617, 3.390)
C (3.762, -4.372, 2.048)
C (3.123, -4.336, -0.334)
H (5.727, -0.719, -0.618)
H (4.527, 0.497, -0.089)
H (4.572, -0.006, -1.741)
H (3.616, -2.097, -1.297)
H (2.658, -0.899, -0.309)
H (4.182, -1.759, 1.741)
H (5.046, -2.748, 0.543)
H (1.207, -2.424, 0.520)
H (1.017, -3.987, 1.283)
H (1.982, -1.374, 2.531)
H (0.610, -2.136, 2.839)
H (2.298, -2.509, 4.560)
H (1.616, -4.052, 4.066)
H (4.226, -2.699, 3.403)
H (3.998, -4.208, 4.233)
H (4.796, -4.553, 1.753)
H (3.267, -5.342, 2.028)
H (4.094, -4.429, -0.822)
H (2.424, -3.733, -0.913)
H (2.866, -5.388, -0.216)
C (-7.596, -5.694, 4.943)
C (-6.904, -4.836, 3.823)
C (-5.516, -4.350, 4.283)
N (-4.816, -3.316, 3.301)
C (-3.431, -2.900, 3.950)
C (-2.385, -3.968, 3.639)
C (-2.314, -4.171, 2.148)
C (-3.671, -4.767, 1.607)
C (-4.730, -3.777, 1.773)
C (-5.672, -2.069, 3.325)
H (-8.193, -6.452, 4.435)
H (-8.252, -5.055, 5.534)
H (-6.843, -6.207, 5.541)
H (-7.545, -4.070, 3.388)
H (-6.770, -5.521, 2.986)
H (-4.813, -5.167, 4.446)
H (-5.728, -3.832, 5.218)
H (-3.582, -2.898, 5.029)
H (-3.241, -1.858, 3.695)
H (-2.528, -4.984, 4.008)
H (-1.396, -3.811, 4.071)
H (-1.511, -4.859, 1.882)
H (-2.142, -3.181, 1.724)
H (-3.809, -5.736, 2.087)
H (-3.524, -4.924, 0.539)
H (-5.695, -4.147, 1.427)
H (-4.552, -2.879, 1.180)
H (-6.466, -2.326, 2.624)
H (-5.147, -1.239, 2.852)
H (-5.898, -1.729, 4.335)
C (-4.107, 3.330, 3.313)
C (-3.658, 2.969, 1.840)
C (-3.986, 4.238, 0.935)
N (-3.887, 4.005, -0.614)
C (-4.842, 2.789, -1.032)
C (-5.003, 2.812, -2.575)
C (-5.430, 4.167, -3.101)
C (-4.537, 5.245, -2.750)
C (-4.334, 5.407, -1.240)
C (-2.385, 3.706, -0.957)
H (-4.235, 2.504, 4.013)
H (-5.019, 3.926, 3.342)
H (-3.286, 3.891, 3.760)
H (-4.068, 2.025, 1.483)
H (-2.583, 2.790, 1.872)
H (-3.524, 5.214, 1.083)
H (-5.026, 4.537, 1.059)
H (-5.749, 2.869, -0.434)
H (-4.382, 1.839, -0.760)
H (-5.695, 2.034, -2.896)
H (-4.072, 2.584, -3.094)
H (-6.417, 4.421, -2.715)
H (-5.579, 4.118, -4.180)
H (-4.911, 6.192, -3.140)
H (-3.587, 5.142, -3.274)
H (-5.161, 5.805, -0.652)
H (-3.472, 6.072, -1.192)
H (-2.271, 3.621, -2.038)
H (-2.206, 2.693, -0.596)
H (-1.710, 4.429, -0.500)
N (-1.408, 0.413, 6.721)
S (-1.452, 0.387, 5.022)
O (-0.858, -0.776, 4.428)
O (-1.269, 1.671, 4.312)
F (-3.059, 0.233, 4.957)
S (0.023, 0.755, 6.788)
O (0.404, 2.122, 6.483)
O (0.998, -0.283, 6.319)
F (0.148, 0.781, 8.368)
N (-0.519, 0.019, -5.094)
S (-1.886, 1.065, -5.066)
O (-3.170, 0.649, -5.630)
O (-1.685, 2.498, -5.060)
F (-2.226, 0.751, -3.524)
S (-0.211, 0.303, -6.505)
O (0.388, 1.588, -6.804)
O (-1.052, -0.261, -7.589)
F (1.011, -0.778, -6.598)
N (-6.366, -1.652, 0.019)
S (-7.677, -0.635, -0.087)
O (-8.675, -0.729, -1.153)
O (-7.365, 0.688, 0.525)
F (-8.560, -1.266, 1.101)
S (-6.022, -1.638, -1.397)
O (-5.529, -0.358, -1.908)
O (-6.810, -2.436, -2.332)
F (-4.669, -2.472, -1.316)

Forces on atoms 1 to 6 (eV/Å):
C 0.6 -0.4 -1.9
C -0.5 0.3 0.1
O 0.0 -0.6 -0.1
H 0.2 0.2 0.5
H -0.2 -0.3 0.1
H -0.3 0.0 -0.3

The calculation puts the LUMO energy at -11.0 eV. Its total charge is +4. As for the HOMO energy: -14.92 eV. The orbital gap comes out at 3.968 eV. As for the expectation value of S²: 0.754. The multiplicity is 2. For the total energy, the calculation gives -179256.16488 eV.

Atomic partial charges in e from the Mulliken method, atoms 1 to 6: atom 1 (C): -1.08, atom 2 (C): 1.63, atom 3 (O): -0.30, atom 4 (H): 0.15, atom 5 (H): 0.46, atom 6 (H): 0.02

=====

What is the formula in the second record?
C53H93F6N10O13S6